C26H30IN6O6S2Zr | ωB97M-V/def2-TZVPD

```
72
Properties=species:S:1:pos:R:3
I 3.047 0.838 -0.919
Zr 1.017 0.451 1.033
S -0.397 -0.602 3.134
S 1.101 -2.591 -0.105
O -1.587 -1.077 2.474
O 0.843 -1.188 2.340
O 0.492 -1.167 -0.263
O -0.817 1.092 0.036
O -0.234 -0.832 4.526
O -0.147 0.867 2.746
N 4.970 0.502 3.467
N 4.301 2.752 3.087
N 1.250 2.800 1.244
N 6.334 2.249 4.012
N 2.896 0.977 2.416
N 3.557 -1.197 2.907
C 0.442 -3.028 -2.745
C -5.119 1.506 0.275
C 2.971 -4.036 -3.310
C 2.024 -3.952 -4.324
C 0.412 3.677 0.688
C 1.531 5.519 1.698
C -3.143 -0.814 -2.766
C 0.517 5.040 0.889
C 5.181 1.814 3.504
C -3.019 2.168 1.417
C -3.066 0.689 -0.680
C 2.346 -4.388 -5.724
C -7.348 0.899 -0.711
C -5.177 0.111 -1.682
C 3.815 0.116 2.946
C -3.738 1.448 0.317
C -3.803 0.009 -1.688
C 1.406 -3.129 -1.746
C 2.250 3.269 2.003
C -1.654 0.523 -0.700
C -0.341 -3.532 0.352
C 2.421 4.618 2.257
C 3.211 2.273 2.547
C 2.673 -3.617 -2.021
C 0.757 -3.438 -4.023
C -5.851 0.849 -0.708
H 3.420 -3.660 -1.238
H -2.627 -1.685 -2.358
H 3.956 -4.423 -3.534
H -0.360 3.266 0.057
H -0.694 -3.134 1.301
H -7.741 0.023 -0.189
H -5.641 2.076 1.034
H 1.634 6.579 1.882
H -3.738 2.624 2.095
H 6.522 3.234 4.061
H 0.014 -3.359 -4.807
H -7.720 1.783 -0.198
H 1.636 -5.140 -6.068
H 3.348 -4.808 -5.788
H -0.044 -4.577 0.443
H -2.381 2.955 1.012
H 3.248 4.933 2.875
H -0.536 -2.617 -2.530
H -1.098 -3.405 -0.419
H -3.896 -1.180 -3.460
H 2.287 -3.543 -6.411
H 7.007 1.580 4.340
H -2.376 1.497 1.984
H -7.745 0.881 -1.725
H 2.591 -1.497 2.852
H -5.752 -0.395 -2.449
H -0.190 5.708 0.418
H -2.422 -0.226 -3.334
H -1.248 -0.179 -1.431
H 4.225 -1.780 3.383
```

## Properties
**Charge**: +1
**E_HOMO**: -11.1 eV
**LUMO energy**: -3.5 eV
**Energy above the lowest of the compared OMol25 structures with the same formula, charge and spin**: 0.448 eV
**Kohn-Sham gap**: 7.679 eV

Löwdin atomic charge list, values in e, 6 entries: 0.198 1.452 0.366 1.014 -0.287 -0.559